1.
8
Properties=species:S:1:pos:R:3:forces:R:3 method="wB97M-V/def2-TZVPD" max_force_ev_per_a=0.488 homo_ev=-9.747 lumo_energy_ev=1.272 de_lowest_kj_mol=31.0
C -0.798 0.937 -0.411 0.3 -0.3 0.1
N -0.241 -0.145 -0.731 -0.3 -0.2 0.1
C 0.629 -0.769 0.251 -0.2 0.3 -0.3
H -1.510 1.368 -1.095 -0.1 0.3 -0.2
H -0.592 1.444 0.540 -0.1 0.0 0.0
H 1.547 -1.050 -0.260 0.2 0.0 0.2
H 0.155 -1.683 0.606 0.0 -0.1 0.0
H 0.810 -0.102 1.100 0.2 -0.1 0.1

2.
9
Properties=species:S:1:pos:R:3:forces:R:3 method="wB97M-V/def2-TZVPD" max_force_ev_per_a=9.246 homo_ev="-15.918 / -15.917" total_charge=+1 lumo_energy_ev="-6.596 / -6.596" de_lowest_kj_mol=438.9
C 2.001 -1.236 0.371 -7.7 4.2 0.5
N 0.601 -0.712 0.495 8.6 -3.3 -0.7
N -0.161 0.247 0.520 -0.2 -0.1 1.0
C -0.908 0.723 -0.605 -0.7 0.6 -1.3
H 2.158 -2.297 0.466 -0.5 -0.9 0.2
H -0.379 0.682 1.429 0.3 -0.2 -0.1
H -0.670 1.781 -0.768 0.1 -0.2 0.1
H -0.660 0.155 -1.503 0.0 0.0 0.2
H -1.983 0.656 -0.405 0.2 -0.1 0.1

3.
9
Properties=species:S:1:pos:R:3:forces:R:3 method="wB97M-V/def2-TZVPD" max_force_ev_per_a=5.486 homo_ev=-15.944 total_charge=+1 lumo_energy_ev=-5.341 de_lowest_kj_mol=189.3
N 1.322 0.777 0.487 -0.5 -2.3 -1.6
C 0.335 0.038 0.157 -1.7 -2.9 -3.5
C -1.048 -0.280 0.119 -4.9 -0.8 0.4
N -0.218 -1.095 -0.829 2.2 3.0 4.1
H 1.159 1.410 1.219 0.3 1.3 1.3
H 2.227 0.576 0.062 0.0 0.5 0.3
H -1.619 -1.020 0.864 1.7 1.9 -1.1
H -1.917 0.474 -0.272 2.6 -1.4 0.8
H -0.241 -0.879 -1.807 0.2 0.7 -0.7

4.
9
Properties=species:S:1:pos:R:3:forces:R:3 method="wB97M-V/def2-TZVPD" max_force_ev_per_a=4.792 homo_ev=-16.700 total_charge=+1 lumo_energy_ev=-6.353 de_lowest_kj_mol=320.3
N -1.800 0.056 -0.006 -3.4 -0.8 -0.4
N -0.622 -0.038 0.081 0.3 3.7 0.3
C 0.434 -0.885 0.016 2.8 -2.0 -3.3
C 0.704 0.632 0.043 0.4 -0.4 -1.9
H -2.389 0.955 -0.085 2.1 -0.8 0.3
H 0.602 -1.614 -0.905 -0.7 2.1 1.6
H 0.869 -1.347 0.826 -0.1 -1.2 2.4
H 1.119 1.126 0.905 -0.4 -0.4 0.7
H 1.083 1.115 -0.877 -1.1 -0.2 0.3

5.
11
Properties=species:S:1:pos:R:3:forces:R:3 method="wB97M-V/def2-TZVPD" max_force_ev_per_a=5.532 homo_ev=-4.536 total_charge=-1 lumo_energy_ev=4.244 de_lowest_kj_mol=117.1
N 0.066 -0.684 -1.065 1.9 -0.3 -1.6
C 1.246 -1.397 -0.799 2.1 -0.4 1.9
N 1.958 -2.370 -1.363 -4.4 2.6 -2.0
H -0.117 -0.422 -2.100 0.2 -0.7 2.7
H -0.137 0.040 -0.309 0.1 -0.3 -1.4
H 1.757 -1.040 0.187 -1.6 -0.4 -1.1
H 2.535 -2.785 -0.708 1.7 -0.3 1.6
O -0.204 1.839 0.529 0.1 0.7 0.1
C -1.201 1.764 1.297 0.8 -1.2 0.0
O -1.944 0.751 1.332 -0.3 1.4 0.8
H -1.283 2.657 2.057 -0.4 -1.1 -0.9

6.
11
Properties=species:S:1:pos:R:3:forces:R:3 method="wB97M-V/def2-TZVPD" max_force_ev_per_a=3.002 homo_ev=-14.821 total_charge=+1 lumo_energy_ev=-4.632 de_lowest_kj_mol=137.3
C -0.268 -1.273 -0.827 -1.6 -1.2 1.3
C -0.674 0.393 0.757 0.3 -1.8 -2.4
N 0.445 -1.203 -1.924 -0.7 -2.6 -1.4
N -0.173 1.504 1.533 2.5 0.6 1.5
O -1.130 -1.922 -0.346 1.2 0.7 -0.9
O 0.292 -0.054 0.030 -1.6 0.6 1.1
H 0.499 -2.053 -2.564 -0.2 1.8 1.2
H 1.204 -0.605 -1.808 1.7 0.9 -0.6
H 0.912 1.484 1.707 -2.1 0.1 -0.1
H -0.735 1.325 2.404 0.8 1.3 -0.5
H -0.372 2.403 1.037 -0.4 -0.5 0.7

7.
11
Properties=species:S:1:pos:R:3:forces:R:3 method="wB97M-V/def2-TZVPD" max_force_ev_per_a=3.944 homo_ev=-15.241 total_charge=+1 lumo_energy_ev=-4.556 de_lowest_kj_mol=180.7
O -1.392 0.430 -0.499 -2.3 1.6 1.2
C -0.520 -0.536 -0.204 2.2 2.5 -2.1
N 0.688 -0.293 -1.067 -0.3 -2.7 2.1
O 1.544 0.454 -0.209 -0.1 0.8 -0.5
C 1.070 0.407 0.984 -0.6 -0.3 -0.7
N -0.063 -0.199 1.142 0.1 -1.2 -2.2
H -1.780 0.567 -1.358 -0.2 -0.7 -0.6
H -0.748 -1.518 -0.379 -1.3 -2.6 0.1
H 0.349 0.108 -1.931 1.0 1.4 0.0
H 1.664 0.826 1.716 1.0 0.9 1.6
H -0.812 -0.247 1.806 0.4 0.4 1.2

8.
12
Properties=species:S:1:pos:R:3:forces:R:3 method="wB97M-V/def2-TZVPD" max_force_ev_per_a=2.554 homo_ev=-9.170 lumo_energy_ev=0.621 de_lowest_kj_mol=376.4
N 1.600 1.120 -0.333 0.4 -1.0 0.1
N 0.275 0.759 -0.401 -1.5 -0.4 -0.5
O 0.169 -0.620 0.012 -0.7 -0.8 0.1
C -1.139 -1.113 -0.419 1.9 0.5 1.6
C -2.096 0.022 -0.165 -1.7 -1.2 -0.7
O -3.280 -0.196 0.001 0.9 0.7 -0.2
P -1.200 1.598 0.031 1.1 0.8 -1.2
H 2.057 0.483 -1.037 -0.3 1.1 0.9
H 1.932 0.795 0.596 0.1 0.4 -0.6
H -1.414 -1.889 0.276 0.0 -0.3 0.3
H -1.033 -1.571 -1.372 -0.4 0.2 -1.2
H -1.387 1.369 1.370 0.3 0.0 1.5

9.
10
Properties=species:S:1:pos:R:3:forces:R:3 method="wB97M-V/def2-TZVPD" max_force_ev_per_a=2.441 homo_ev=-9.921 lumo_energy_ev=0.715 de_lowest_kj_mol=148.7
C -1.934 -0.983 -2.356 1.5 0.4 1.1
C 0.147 -0.645 -0.770 2.3 0.2 -0.8
N -1.011 -0.777 -1.644 -0.9 -0.1 0.1
N 0.322 0.476 0.120 -1.5 -0.1 1.1
P 0.219 0.276 1.851 1.1 1.4 0.4
H 1.328 1.261 2.160 -1.3 -1.1 -0.2
H 0.383 -1.547 -0.210 -0.9 -0.2 0.2
H 1.065 -0.595 -1.404 -1.0 -0.1 -0.3
H 0.273 1.387 -0.296 0.0 0.2 -0.2
H -0.793 1.147 2.548 0.6 -0.5 -1.3

10.
10
Properties=species:S:1:pos:R:3:forces:R:3 method="wB97M-V/def2-TZVPD" max_force_ev_per_a=2.515 homo_ev=-13.712 total_charge=+1 lumo_energy_ev=-5.026 de_lowest_kj_mol=0.8
N -1.717 0.692 0.207 -0.4 2.2 0.7
C -0.469 0.344 0.334 1.8 1.1 1.4
N 0.248 -0.557 -0.256 0.2 -0.6 0.1
C 1.669 -0.714 -0.114 -0.5 1.8 0.6
S 2.485 -1.561 -1.142 0.7 -0.9 -0.5
H -1.820 1.673 0.577 -0.7 -1.7 -0.4
H -2.502 0.286 -0.306 0.7 0.0 0.0
H 0.155 0.938 1.061 -1.0 -0.3 -0.8
H -0.139 -1.107 -0.980 -0.5 -0.9 -0.9
H 2.088 0.007 0.619 -0.3 -0.7 -0.2

11.
12
Properties=species:S:1:pos:R:3:forces:R:3 method="wB97M-V/def2-TZVPD" max_force_ev_per_a=2.709 homo_ev="-12.214 / -12.516" total_charge=+1 lumo_energy_ev="-5.713 / -5.632" de_lowest_kj_mol=254.7
C -0.127 1.147 -0.843 -0.3 0.8 2.0
C -0.382 -0.592 0.847 0.1 -1.2 1.9
N -0.251 -0.146 -0.369 -0.3 -0.5 -0.6
N 0.082 2.254 -0.154 1.1 -1.0 -1.4
S 0.649 2.517 1.380 -0.5 -0.3 0.4
S -0.427 -2.275 1.120 -0.1 -0.2 0.4
S -0.634 -1.301 -1.680 2.6 -0.4 -0.5
H -0.348 1.080 -1.847 -0.2 1.2 -2.1
H -0.473 -0.002 1.761 0.3 0.6 -0.8
H 0.216 3.046 -0.794 -0.4 -0.1 0.2
H -0.496 -2.239 2.485 0.0 0.3 -0.6
H 0.755 -1.673 -2.109 -2.4 0.8 1.0

12.
12
Properties=species:S:1:pos:R:3:forces:R:3 method="wB97M-V/def2-TZVPD" s2=2.0183 multiplicity=3 max_force_ev_per_a=2.384 homo_ev="-9.914 / -13.631" total_charge=+1 lumo_energy_ev="-4.548 / -8.502" de_lowest_kj_mol=192.5
C 0.787 1.213 0.034 -1.8 0.7 1.4
C 0.876 -0.792 0.850 -0.1 -1.1 0.8
N 0.285 0.368 0.891 -0.4 1.6 0.3
N 1.806 0.726 -0.687 1.7 -0.3 -1.5
S 2.166 -0.865 -0.287 0.8 -0.3 -0.8
S -1.725 -1.505 -0.288 -0.8 0.9 -1.0
S -2.313 0.459 -0.065 -0.2 -1.2 0.4
H 0.398 2.210 -0.085 0.2 0.1 -0.1
H 0.648 -1.600 1.516 0.2 -0.2 0.2
H 2.312 1.248 -1.394 0.0 -0.3 0.2
H -2.342 -2.005 0.787 0.2 0.1 0.6
H -2.898 0.542 -1.272 0.2 0.0 -0.3